45
Properties=species:S:1:pos:R:3:forces:R:3 method="wB97M-V/def2-TZVPD" smiles="CCC(NC(=O)Nc1cc(OC)c(OC)c(OC)c1)(C(F)(F)F)C(F)(F)F" gap_ev=8.88 relative_energy_kj_mol=163.3
C -2.667 2.529 1.774 1.02 -1.11 -1.37
C -2.040 2.980 0.387 -0.27 0.67 0.82
C -0.480 3.389 0.446 -0.26 -1.40 -0.40
N 0.199 2.076 0.754 0.95 1.81 -0.62
C 1.519 1.852 1.119 -0.65 -0.61 2.00
O 2.265 2.649 1.633 0.19 0.51 -0.97
N 1.833 0.474 1.223 1.96 1.49 0.70
C 1.258 -0.621 0.651 0.54 -3.74 -1.41
C 1.749 -1.914 0.928 0.03 -0.82 1.41
C 1.216 -3.140 0.429 0.76 1.46 0.40
O 1.636 -4.244 1.084 1.36 -1.18 -0.40
C 2.870 -4.831 0.485 0.05 1.39 1.55
C 0.318 -3.186 -0.627 -2.43 1.45 -0.73
O -0.294 -4.350 -1.079 1.20 -0.07 0.51
C -1.714 -4.514 -1.127 -0.14 4.33 -1.16
C -0.091 -1.874 -1.070 0.91 -0.30 2.91
O -1.014 -1.657 -2.023 -1.22 -0.97 0.46
C -0.416 -1.280 -3.214 0.49 0.70 -0.63
C 0.326 -0.707 -0.374 -0.36 0.28 -1.03
C 0.005 3.975 -0.960 1.35 -0.44 1.88
F -0.266 3.048 -1.898 -0.85 1.32 -0.30
F -0.426 5.257 -1.105 -1.03 -1.55 -0.94
F 1.339 4.124 -1.009 0.12 -0.49 0.20
C -0.246 4.533 1.508 -1.07 0.23 1.14
F 0.757 5.427 1.277 -0.13 -2.12 0.84
F -1.312 5.375 1.543 -0.23 -0.74 -0.10
F -0.253 3.904 2.754 0.96 1.42 -1.66
H -3.686 2.180 1.648 -0.02 -0.53 -0.55
H -2.808 3.245 2.514 0.36 1.88 1.07
H -2.042 1.735 2.247 -0.56 0.40 -0.51
H -2.613 3.785 -0.121 0.37 -0.22 0.72
H -2.223 2.117 -0.259 0.82 0.03 -0.18
H -0.292 1.205 0.762 -1.07 0.31 -0.28
H 2.802 0.353 1.643 -1.99 0.18 -0.72
H 2.461 -2.106 1.762 -0.42 0.43 -0.64
H 2.547 -5.577 -0.205 0.01 -0.47 -0.69
H 3.445 -3.980 -0.012 -0.55 -1.32 0.65
H 3.454 -5.314 1.336 -0.75 0.79 -1.16
H -1.995 -5.496 -1.125 -0.07 -2.75 0.40
H -2.268 -3.949 -0.341 0.63 -0.38 -0.31
H -2.065 -4.109 -2.115 0.14 -0.18 0.86
H -1.203 -0.852 -3.840 0.43 0.15 -0.02
H 0.403 -0.605 -2.931 -0.26 0.43 -0.77
H 0.047 -2.123 -3.699 0.10 -0.54 -0.43
H -0.033 0.218 -0.771 -0.45 0.27 -0.55

***

10
Properties=species:S:1:pos:R:3:forces:R:3 method="wB97M-V/def2-TZVPD" smiles="O=C=[N+]([O-])C(F)(F)P" gap_ev=8.84 relative_energy_kj_mol=0.0
O -3.200 -0.406 -0.446 -0.92 0.37 0.37
C -2.125 -0.227 -0.102 -0.83 -0.14 -1.04
N -0.896 -0.282 -0.029 3.28 -0.91 1.30
O -0.485 -1.587 0.222 -0.77 -0.04 -0.06
C 0.263 0.634 0.171 -1.35 1.54 -1.47
F 0.329 1.405 -0.945 0.39 -0.42 -0.77
F -0.018 1.558 1.088 -0.29 0.11 1.45
P 1.726 -0.381 0.637 1.09 -1.25 -1.24
H 1.743 -1.209 -0.572 -0.10 0.56 1.01
H 2.663 0.496 -0.022 -0.49 0.19 0.46

***

116
Properties=species:S:1:pos:R:3:forces:R:3 method="wB97M-V/def2-TZVPD" gap_ev="7.74 / 4.51" spin_multiplicity=6 charge=+3
Ir 0.299 0.110 1.019 0.00 0.09 0.02
C -3.754 0.073 -2.853 -0.27 0.00 0.11
C -4.155 -1.200 -2.099 0.25 -0.41 0.07
C -5.465 -0.923 -1.357 -0.02 0.01 -0.11
C -4.344 -2.340 -3.106 -0.14 0.25 0.00
P -2.802 -1.453 -0.807 0.14 0.24 0.25
C -1.330 -2.062 -1.816 -0.64 -0.17 0.09
N -0.373 -0.985 -2.057 0.32 -0.05 -0.38
B 0.427 -0.257 -1.054 -0.22 0.48 0.02
N 1.192 0.715 -1.843 0.08 -0.12 0.12
C 2.199 1.631 -1.322 -0.05 -0.01 0.16
P 1.824 2.186 0.430 0.19 -0.04 -0.26
C 1.106 3.959 0.337 -0.10 -0.11 0.09
C 2.078 5.073 0.741 0.07 -0.04 -0.06
C 0.632 4.235 -1.094 -0.01 -0.01 0.02
C -0.081 4.029 1.309 0.05 0.00 0.02
C 3.559 2.154 1.167 -0.18 0.04 0.08
C 3.578 2.876 2.525 -0.02 0.01 -0.05
C 4.624 2.726 0.217 -0.02 0.01 0.03
C 3.874 0.686 1.430 0.02 0.04 0.00
C 0.899 0.565 -3.154 0.02 -0.08 -0.22
C 1.383 1.239 -4.281 0.01 0.01 0.11
C 0.903 0.849 -5.504 -0.04 -0.04 -0.06
C -0.055 -0.209 -5.640 -0.04 -0.03 0.07
C -0.547 -0.880 -4.559 -0.01 -0.01 -0.22
C -0.077 -0.505 -3.284 0.07 0.01 0.28
C -3.198 -2.833 0.418 -0.19 0.00 -0.53
C -1.881 -3.313 1.016 0.00 -0.03 0.09
C -4.021 -2.167 1.530 0.02 -0.07 0.02
C -3.950 -4.040 -0.148 0.07 -0.06 0.23
H -4.483 0.263 -3.646 0.01 -0.02 -0.04
H -2.773 -0.008 -3.323 0.09 0.00 -0.06
H -3.752 0.938 -2.186 -0.14 -0.50 -0.26
H -6.220 -0.599 -2.077 0.00 0.01 0.00
H -5.347 -0.126 -0.619 0.00 0.00 0.03
H -5.856 -1.807 -0.857 -0.01 -0.02 0.01
H -5.158 -2.065 -3.783 0.02 -0.04 -0.03
H -4.618 -3.280 -2.642 0.00 -0.11 0.08
H -3.464 -2.502 -3.731 0.01 -0.01 0.01
H -1.668 -2.468 -2.765 0.15 -0.07 -0.07
H -0.839 -2.860 -1.264 0.08 0.03 -0.03
H 2.317 2.484 -1.986 -0.02 0.05 0.02
H 3.160 1.120 -1.278 0.01 0.00 -0.06
H 3.037 5.030 0.234 0.03 0.03 -0.01
H 2.236 5.106 1.815 0.02 0.00 0.03
H 1.612 6.020 0.460 -0.02 -0.02 0.00
H 0.039 3.420 -1.512 -0.02 -0.01 -0.03
H 1.468 4.448 -1.762 -0.02 -0.01 -0.01
H 0.002 5.127 -1.076 0.00 -0.02 0.00
H -0.340 5.076 1.476 0.01 -0.02 -0.02
H 0.158 3.592 2.283 0.00 0.03 0.01
H -0.957 3.533 0.908 -0.08 -0.05 -0.01
H 3.767 3.938 2.422 -0.01 0.04 0.01
H 4.390 2.465 3.128 -0.01 0.00 -0.01
H 2.646 2.740 3.081 0.02 0.01 0.01
H 4.335 3.660 -0.256 0.02 0.03 0.00
H 4.898 2.018 -0.566 0.00 0.01 0.01
H 5.528 2.924 0.796 -0.01 -0.03 0.00
H 3.240 0.293 2.218 0.06 0.02 0.02
H 4.912 0.590 1.760 -0.02 -0.02 -0.03
H 3.746 0.068 0.542 0.02 -0.12 -0.08
H 2.117 2.029 -4.202 0.00 -0.01 0.02
H 1.258 1.344 -6.398 -0.01 -0.01 0.00
H -0.390 -0.480 -6.633 0.01 0.03 0.00
H -1.268 -1.673 -4.694 0.00 -0.02 0.05
H -1.219 -2.473 1.263 0.05 0.01 0.01
H -1.362 -3.996 0.344 0.09 -0.04 -0.01
H -2.094 -3.865 1.936 0.03 0.01 0.00
H -3.471 -1.339 1.983 -0.06 -0.10 -0.03
H -4.234 -2.904 2.308 -0.02 0.00 0.00
H -4.976 -1.787 1.170 0.00 0.01 0.00
H -3.425 -4.498 -0.987 0.00 0.01 -0.04
H -4.962 -3.788 -0.456 -0.02 0.02 -0.07
H -4.036 -4.797 0.637 -0.03 -0.02 -0.04
C -3.265 3.367 -2.459 0.09 0.11 -0.02
C -3.062 2.745 -1.108 0.09 0.20 0.14
C -3.903 3.004 -0.029 0.00 0.00 -0.03
C -3.660 2.418 1.204 -0.07 -0.06 0.03
C -2.551 1.606 1.307 0.05 0.04 -0.07
Br -2.058 0.844 2.962 0.10 0.03 0.13
N -1.737 1.325 0.304 0.26 0.42 0.29
C -2.006 1.874 -0.883 0.17 0.03 0.12
H -4.266 3.781 -2.558 -0.02 -0.02 0.00
H -3.113 2.640 -3.258 0.01 0.07 0.02
H -2.554 4.181 -2.615 -0.02 0.01 0.02
H -4.756 3.661 -0.149 0.01 0.00 0.00
H -4.307 2.590 2.053 0.03 0.02 0.00
H -1.356 1.585 -1.701 0.01 0.06 0.02
C 3.375 -2.324 -1.097 -0.02 0.02 0.07
As 2.141 -2.543 0.393 0.02 -0.08 0.09
C 1.719 -4.430 0.174 -0.16 0.01 -0.01
C 3.205 -2.569 2.019 0.02 -0.01 -0.17
C 4.390 -3.300 2.024 0.04 0.08 0.04
C 5.175 -3.341 3.168 0.01 0.01 -0.02
C 4.774 -2.663 4.310 -0.01 0.00 -0.01
C 3.586 -1.943 4.312 -0.06 -0.10 0.02
C 2.794 -1.902 3.170 -0.08 0.05 -0.10
As 1.110 -0.940 3.216 -0.10 -0.04 0.10
C 1.344 0.367 4.630 0.01 0.03 0.00
C -0.076 -2.225 4.054 -0.02 0.01 -0.03
H 3.860 -1.353 -1.085 0.05 0.08 0.02
H 2.819 -2.438 -2.027 -0.04 -0.03 0.03
H 4.133 -3.106 -1.044 0.00 0.01 0.00
H 1.231 -4.601 -0.783 -0.02 0.02 -0.01
H 1.083 -4.776 0.984 -0.02 0.01 0.02
H 2.664 -4.974 0.196 0.00 0.01 0.02
H 4.721 -3.832 1.140 0.00 0.00 0.00
H 6.104 -3.895 3.161 -0.02 -0.02 0.02
H 5.382 -2.698 5.204 0.00 0.02 -0.01
H 3.284 -1.434 5.218 0.00 0.02 0.01
H 2.297 0.881 4.517 0.01 -0.01 -0.03
H 1.312 -0.137 5.594 0.02 -0.02 0.00
H 0.536 1.095 4.587 -0.01 0.00 -0.02
H -1.033 -1.759 4.283 -0.01 -0.01 -0.03
H 0.400 -2.550 4.978 0.01 0.01 0.00
H -0.235 -3.085 3.408 0.02 0.03 -0.03